No. 1
A 2-piece molecular cluster, C2H4BrNO2 overall at a distorted geometry, computed with wB97M-V/def2-TZVPD.

## Properties
relative energy (zero: lowest compared OMol25 entry of this formula, charge and spin)	4.966	eV
LUMO level	0.25	eV
gap between HOMO and LUMO	8.8	eV

CARTESIAN COORDINATES (ANGSTROEM)
C: -1.4068 1.3345 1.1010
C: 1.4861 -1.0081 -0.3449
N: -0.3928 0.3581 -0.3424
O: -0.8383 1.5754 2.0608
O: 0.0464 -0.8592 -0.0260
Br: -1.8807 0.2752 -1.6210
H: -2.2612 1.4940 0.4728
H: 1.5086 -1.6940 -1.1504
H: 1.9623 -1.4692 0.4570
H: 1.7763 -0.0066 -0.6069

Atomic partial charges in e from the natural (NBO) method, atoms 1 to 8: 0.624, -0.252, -0.323, -0.411, -0.401, 0.001, 0.183, 0.184

=====

No. 2
C2H4BrNO7PS2 as an isolated structure at a distorted geometry, computed with wB97M-V/def2-TZVPD.

## Properties
LUMO level	3.05	eV
gap between HOMO and LUMO	8.8	eV
charge	-1

CARTESIAN COORDINATES (ANGSTROEM)
O: 3.0050 -0.4126 -1.6170
C: 2.7662 -0.1751 -0.4470
O: 3.3703 -0.8204 0.5673
C: 1.7874 0.8604 0.0252
S: 0.2552 0.0083 0.4846
O: -0.0788 -0.8071 -0.6558
O: 0.5833 -0.7031 1.6898
N: -0.7704 1.1883 0.8018
S: -2.0638 1.2712 -0.1512
O: -2.9942 2.1615 0.5024
O: -1.7902 1.6092 -1.5251
P: -3.2515 -0.5741 -0.1272
O: -2.4465 -1.5463 0.8945
Br: -2.8568 -1.4710 -2.1442
H: 3.8335 -1.5627 0.1758
H: 2.1731 1.3985 0.8761
H: 1.5903 1.5074 -0.8144
H: -3.1122 -1.9325 1.4643

Atomic partial charges in e from the natural (NBO) method, atoms 1 to 8: -0.597, 0.793, -0.671, -0.784, 2.318, -0.979, -0.972, -1.209

=====

No. 3
One molecule with the formula C2H4Cl2 at a distorted geometry, computed with wB97M-V/def2-TZVPD.

## Properties
relative energy (zero: lowest compared OMol25 entry of this formula, charge and spin)	0.289	eV
LUMO level	1.02	eV
gap between HOMO and LUMO	12.0	eV
structure (SMILES)	ClCCCl

CARTESIAN COORDINATES (ANGSTROEM)
Cl: 1.6538 -1.3077 -0.5481
C: 0.2015 -0.6850 0.3075
C: -0.1742 0.7117 -0.2070
Cl: -1.7414 1.2937 0.4190
H: 0.3646 -0.6324 1.3840
H: -0.6215 -1.3782 0.1338
H: -0.2389 0.4771 -1.2695
H: 0.5562 1.5207 -0.2198

The natural (NBO) scheme yields these atomic charges, measured in e: -0.057, -0.376, -0.401, -0.048, 0.216, 0.223, 0.213, 0.230

=====

No. 4
One molecule with the formula C2H4Cl2O2Si at a distorted geometry, computed with wB97M-V/def2-TZVPD.

## Properties
relative energy (zero: lowest compared OMol25 entry of this formula, charge and spin)	1.641	eV
LUMO level	0.21	eV
gap between HOMO and LUMO	10.4	eV
structure (SMILES)	CC(=O)O[SiH](Cl)Cl

CARTESIAN COORDINATES (ANGSTROEM)
C: 0.0288 -0.3116 0.6246
C: 0.2224 -0.1689 -0.8316
O: 1.0177 -0.2064 1.3228
O: -1.1272 -0.6477 1.0721
Si: -0.8485 -0.9142 3.0716
Cl: 0.4003 -2.4284 3.2589
Cl: -2.7975 -1.2591 3.3658
H: 0.8168 0.6569 -1.1423
H: -0.5588 0.0405 -1.4540
H: 0.7213 -0.9462 -1.2367
H: -0.6539 0.5061 3.2911

Atomic partial charges in e from the natural (NBO) method, atoms 1 to 8: 0.789, -0.722, -0.659, -0.743, 1.398, -0.281, -0.337, 0.235

=====

No. 5
One molecule with the formula C2H4Cl2OS at a distorted geometry, computed with wB97M-V/def2-TZVPD.

## Properties
relative energy (zero: lowest compared OMol25 entry of this formula, charge and spin)	0.372	eV
LUMO level	-0.02	eV
gap between HOMO and LUMO	9.9	eV

CARTESIAN COORDINATES (ANGSTROEM)
C: 1.2118 -0.0907 0.5002
C: 0.0010 -0.3765 -0.3701
O: -1.1525 1.8667 0.1374
S: -1.5593 0.5189 0.4638
Cl: -0.4129 -2.0901 -0.6340
Cl: -2.8643 -0.1109 -1.0285
H: 1.2097 -0.4300 1.5715
H: 1.2879 1.0612 0.7676
H: 2.0026 -0.3391 -0.1123
H: 0.2761 -0.0096 -1.2957

Atomic partial charges in e from the natural (NBO) method, atoms 1 to 8: -0.662, -0.336, -0.905, 1.270, -0.039, -0.251, 0.231, 0.245

=====

No. 6
One molecule with the formula C2H4Cl2S at a distorted geometry, computed with wB97M-V/def2-TZVPD.

## Properties
relative energy (zero: lowest compared OMol25 entry of this formula, charge and spin)	3.637	eV
LUMO level (spin up / spin down)	-1.03 / -0.69	eV
gap between HOMO and LUMO (spin up / spin down)	7.5 / 7.9	eV

CARTESIAN COORDINATES (ANGSTROEM)
C: 0.3145 0.6108 0.4116
C: -1.0184 1.1482 0.6199
S: -2.9858 -1.3498 -0.8669
Cl: -1.4987 2.5331 -0.3417
Cl: -2.2650 0.0835 0.9070
H: 0.4954 0.1698 -0.5111
H: 1.1137 1.4326 0.2838
H: 0.4378 -0.2109 1.2166
H: -1.8390 -2.1122 -1.2370

Atomic partial charges in e from the natural (NBO) method, atoms 1 to 8: -0.706, -0.111, -0.354, 0.012, 0.292, 0.235, 0.254, 0.244

=====

No. 7
C2H4Cl3NOSi as an isolated structure at a distorted geometry, computed with wB97M-V/def2-TZVPD.

## Properties
relative energy (zero: lowest compared OMol25 entry of this formula, charge and spin)	3.082	eV
LUMO level	-0.09	eV
gap between HOMO and LUMO	10.0	eV

CARTESIAN COORDINATES (ANGSTROEM)
C: 0.5725 -1.0653 -0.5418
C: 1.7884 0.6888 0.3706
N: 1.5341 -0.2494 -0.6438
O: -1.2282 0.1914 -1.3912
Si: -2.2942 0.3029 -0.2986
Cl: -3.6218 -1.1813 -0.0246
Cl: -2.6071 1.6807 1.0250
Cl: -0.2982 -1.1680 1.0439
H: 0.3434 -1.8129 -1.2213
H: 2.8389 0.7122 0.4264
H: 1.4539 0.2599 1.3135
H: 1.5181 1.6409 -0.0579

Atomic partial charges in e from the natural (NBO) method, atoms 1 to 8: 0.177, -0.467, -0.374, -1.184, 1.794, -0.351, -0.315, -0.124

=====

No. 8
One molecule with the formula C2H4Cl3NOSi at a distorted geometry, computed with wB97M-V/def2-TZVPD.

## Properties
relative energy (zero: lowest compared OMol25 entry of this formula, charge and spin)	0.440	eV
LUMO level	0.37	eV
gap between HOMO and LUMO	9.6	eV
structure (SMILES)	C=C(N)O[Si](Cl)(Cl)Cl

CARTESIAN COORDINATES (ANGSTROEM)
C: 0.9305 0.0158 -0.0425
C: 2.1762 0.4236 0.1564
N: 0.5771 -1.2836 -0.6782
O: -0.3237 0.6016 0.3970
Si: -1.9747 0.6506 0.0185
Cl: -2.6774 1.1606 -1.8209
Cl: -2.5886 -1.2205 0.6252
Cl: -2.6077 2.0278 1.3901
H: 3.0374 -0.2360 -0.1508
H: 2.3582 1.4222 0.6807
H: -0.2530 -1.5962 -0.1217
H: 1.3457 -1.9660 -0.4539

Atomic partial charges in e from the natural (NBO) method, atoms 1 to 8: 0.491, -0.550, -0.849, -0.915, 1.630, -0.313, -0.365, -0.341

=====

No. 9
One molecule with the formula C2H4Cl4Si at a distorted geometry, computed with wB97M-V/def2-TZVPD.

## Properties
relative energy (zero: lowest compared OMol25 entry of this formula, charge and spin)	1.300	eV
LUMO level	0.58	eV
gap between HOMO and LUMO	11.1	eV
structure (SMILES)	C[Si](Cl)(Cl)C(Cl)Cl

CARTESIAN COORDINATES (ANGSTROEM)
Cl: 2.3024 1.0738 0.6533
Cl: 1.8506 -1.4632 -0.6184
Cl: -0.6680 2.4622 0.0751
Cl: -1.3962 -0.0828 -2.1384
C: -1.1086 -0.6784 0.9335
C: 1.4413 0.2571 -0.6085
Si: -0.4189 0.4682 -0.3580
H: -2.1692 -0.7006 0.9175
H: -0.7674 -0.3469 1.9406
H: -0.7564 -1.7070 0.7680
H: 1.6905 0.7175 -1.5647

Atomic partial charges in e from the natural (NBO) method, atoms 1 to 8: 0.020, -0.003, -0.347, -0.373, -1.153, -0.719, 1.543, 0.258

=====

No. 10
A 2-piece molecular cluster, C2H4ClF overall at a distorted geometry, computed with wB97M-V/def2-TZVPD.

## Properties
relative energy (zero: lowest compared OMol25 entry of this formula, charge and spin)	3.422	eV
LUMO level (spin up / spin down)	0.43 / 0.48	eV
gap between HOMO and LUMO (spin up / spin down)	8.8 / 8.8	eV

CARTESIAN COORDINATES (ANGSTROEM)
C: 1.0199 -0.5716 0.3677
C: -0.8980 0.7224 -0.3711
F: 0.9006 -1.7393 -0.2622
Cl: -2.2980 -0.1160 0.0995
H: 0.8107 -0.6370 1.4244
H: 1.8352 0.0334 0.0082
H: -0.6979 1.6347 0.1552
H: -0.6724 0.6733 -1.4217

The natural (NBO) scheme yields these atomic charges, measured in e: 0.091, -0.470, -0.339, 0.006, 0.159, 0.155, 0.198, 0.202

=====

no.,energy (Eh)
1,-2857.67735
2,-4371.90929
3,-998.98148
4,-1439.06849
5,-1472.36604
6,-1397.03972
7,-1878.73830
8,-1878.83538
9,-2208.99418
10,-638.53776